Here is C23H30N7O5RuS2 as an isolated structure from the OMol25 dataset. Energies are from ωB97M-V/def2-TZVPD.

Results
HOMO-LUMO gap (alpha / beta), eV: 4.9 / 6.8
LUMO (alpha / beta), eV: 0.23 / 0.23
Expectation value of S²: 0.770
Energy above the lowest of the compared OMol25 structures with the same formula, charge and spin, kcal per mole: 13.3
Spin multiplicity: 2

```
68
Properties=species:S:1:pos:R:3:forces:R:3:mulliken_charge:R:1
Ru -0.722419 -0.339365 -0.441393 -0.344 -0.383 -0.484 0.78
S 0.149210 -1.215551 1.597129 -0.077 0.066 0.030 -0.81
S 3.734287 -1.027103 -0.540885 -0.018 -0.001 0.088 0.97
O 4.579621 0.125871 -0.365601 0.012 0.032 -0.075 -0.70
O -0.878490 -2.533041 -0.989150 0.279 0.326 -0.126 0.08
O 3.722879 -1.610882 -1.862719 -0.001 -0.023 -0.025 -0.69
O -3.167005 -0.792788 -0.340647 0.416 -0.019 0.161 -0.14
O -3.141107 0.892318 2.090355 -0.095 0.021 0.078 -0.29
N 0.895282 1.972721 -4.147278 -0.026 -0.036 -0.042 -0.36
N -0.266175 3.057707 -5.821607 -0.005 0.012 -0.006 -0.41
N -0.851897 1.621352 0.129795 0.023 0.007 0.323 0.76
N -1.459474 1.902085 -4.253499 -0.003 -0.100 -0.074 -0.85
N -1.212553 0.347544 -2.347714 -0.429 0.064 0.308 -0.48
N -1.914343 3.502357 0.612435 0.010 0.036 -0.043 0.06
N 2.175017 -0.682720 -0.072673 -0.002 -0.192 -0.047 0.40
C -0.052136 2.372267 0.996118 0.008 0.060 -0.106 0.95
C -0.283079 2.288951 -4.710275 0.025 0.033 0.045 0.47
C 1.065357 4.246425 2.682964 0.011 0.003 0.012 -0.50
C 1.753069 3.064631 2.363726 0.005 0.001 0.004 -1.00
C 2.765306 -2.280727 1.498980 -0.004 0.001 0.000 0.04
C -2.216892 -2.987276 -0.848389 -0.070 -0.016 0.047 -0.39
C 1.213104 2.114538 1.521281 -0.036 -0.003 0.014 -0.41
C -3.215441 -1.912840 -1.223616 -0.132 0.044 -0.063 -1.00
C -0.181619 4.519776 2.158589 -0.004 -0.008 -0.025 -1.12
C -2.468097 1.357080 3.245789 0.020 -0.034 -0.020 -0.78
C 3.877713 -3.912964 2.866682 -0.017 0.006 0.009 -0.56
C -0.257857 -2.891972 -2.221263 -0.033 -0.053 -0.015 -0.75
C -1.388795 1.065247 -3.237766 0.336 0.021 -0.059 0.84
C 2.755066 -3.165971 2.598944 0.012 -0.009 0.001 -0.91
C 1.217667 -0.087129 -1.015634 0.136 0.071 0.054 -1.74
C 5.076152 -2.949423 1.000899 0.018 -0.002 0.019 -0.72
C -0.719745 3.559719 1.306995 0.052 0.039 -0.017 0.15
C 1.744684 -1.443431 1.013989 0.000 0.062 0.060 0.78
C 3.950283 -2.196199 0.733078 -0.047 0.024 -0.028 0.39
C -3.285971 -0.509819 2.086931 0.044 0.011 -0.016 -0.01
C -3.993962 -0.912045 0.823720 -0.150 -0.052 -0.103 -0.86
C -1.932620 2.328124 -0.063356 0.033 0.007 -0.081 -1.08
C 5.040666 -3.819851 2.079255 0.008 0.008 -0.019 -0.63
H 5.960838 -2.857809 0.383463 0.003 0.002 0.003 0.44
H -2.314552 -1.012920 2.156088 -0.024 0.045 0.010 -0.11
H -2.991521 1.038283 4.155248 0.013 0.005 -0.001 0.40
H -0.737927 -2.390952 -3.067102 -0.001 0.007 0.007 0.28
H 1.865912 -3.247279 3.210409 -0.003 -0.002 -0.003 0.45
H -0.708898 5.434582 2.396141 -0.005 0.000 0.000 0.42
H 1.486475 0.975714 -1.130507 -0.032 0.003 0.014 0.64
H 5.905142 -4.424160 2.317575 0.001 0.003 0.001 0.39
H -2.765303 2.009693 -0.668479 -0.004 -0.018 0.034 0.59
H -2.459184 2.444617 3.200729 -0.011 -0.023 0.021 0.20
H -3.898458 -0.826268 2.944526 -0.003 -0.009 -0.011 0.49
H -2.989560 -1.529471 -2.219258 -0.008 0.022 0.017 0.33
H -4.355269 -1.939769 0.916963 0.055 -0.010 0.054 0.51
H 1.381530 -0.564337 -1.992877 0.034 -0.007 -0.026 0.74
H 0.919015 1.348754 -3.352025 0.014 0.017 0.008 0.15
H 0.534245 3.628257 -6.026924 0.000 -0.006 -0.001 0.23
H -2.377663 -3.866894 -1.480027 0.015 -0.009 0.033 0.48
H -1.161808 3.376200 -6.148837 0.004 -0.003 0.002 0.27
H 1.758502 2.121549 -4.638894 0.005 0.015 0.017 0.23
H -1.437132 0.992618 3.274061 0.032 -0.048 0.003 0.25
H 3.868853 -4.594677 3.708582 0.000 0.000 -0.001 0.38
H 1.742871 1.206391 1.274991 0.008 0.003 0.018 0.08
H -2.337104 -3.285815 0.195581 0.013 0.051 0.027 0.26
H 0.781028 -2.580827 -2.156482 0.002 -0.017 0.007 0.12
H -4.857592 -0.254871 0.684606 -0.052 -0.044 -0.020 0.26
H 1.526862 4.961789 3.351144 0.000 -0.001 0.001 0.39
H -0.304290 -3.975616 -2.353682 -0.008 0.004 0.002 0.34
H -2.648143 4.186465 0.611848 -0.005 -0.006 0.004 0.22
H -4.225732 -2.335673 -1.239937 0.001 0.008 0.006 0.61
H 2.733176 2.894810 2.788890 0.001 -0.003 -0.002 0.47
```
Forces are in eV/Å.